(1)
Below is a 4-piece molecular cluster, C26H55N7O10P3S overall, with properties calculated with the ωB97M-V functional and the def2-TZVPD basis.

Calculated values
- gap between HOMO and LUMO (eV) = 5.551
- total charge = +1

CARTESIAN COORDINATES (ANGSTROEM)
C 4.45059 -4.53024 -2.30364
C 4.50699 -4.10795 -3.81609
N 3.26095 -3.57925 -4.41329
C 2.43605 -2.81823 -3.55472
C 1.18715 -3.43823 -3.08030
C 0.81617 -4.90634 -3.47367
O 0.61608 -5.16188 -4.62200
O 0.69139 -5.93999 -2.55291
N 1.61170 -5.83440 -1.50593
C 1.05576 -5.86555 -0.38211
S 0.44057 -5.34315 1.00290
C 0.28778 -2.60788 -2.22888
C -0.98790 -3.35163 -1.80032
C -2.01909 -3.47842 -3.11377
C -1.97187 -2.19947 -4.12108
O -3.13775 -2.55208 -3.12769
C 0.66671 -1.22399 -1.86343
P -0.61599 -0.28713 -0.82459
N -0.62716 1.40911 -1.29303
O -2.19892 -0.71690 -1.27016
N 1.91921 -0.68492 -2.27856
P 2.40714 0.93766 -1.74647
O 1.85321 1.98379 -2.62837
O 1.98976 1.17169 -0.14302
O 4.03267 1.18222 -1.68415
C 2.77800 -1.43467 -3.12681
P 4.38976 -0.85620 -3.87145
C 4.27283 0.79844 -4.71841
C 5.85095 -1.03219 -2.73011
H 4.10569 -3.73977 -1.59277
H 5.51396 -4.76931 -2.00214
H 3.89770 -5.49697 -2.23005
H 5.36296 -3.39657 -3.96126
H 4.78273 -5.03083 -4.40310
H 2.74039 -4.25669 -4.96580
H -1.57402 -2.94772 -0.95111
H -0.84519 -4.44949 -1.59509
H -2.14712 -4.51561 -3.59317
H -2.57535 -2.29959 -5.05209
H -1.92536 -1.16858 -3.70734
H -0.69553 1.36244 -2.32277
H -1.48749 1.86009 -0.95264
H -2.55479 -0.08283 -1.91977
H 2.03018 0.31590 0.33289
H 4.37019 0.71499 -0.88815
H 4.80953 1.55160 -4.06783
H 3.19945 1.12254 -4.72300
H 4.76138 0.82506 -5.72015
H 6.73620 -1.32359 -3.36142
H 5.66335 -1.90004 -2.03548
H 6.15004 -0.10613 -2.17847
C -1.54929 5.56433 -0.91168
C -2.65625 4.99842 -1.79524
C -3.62178 6.06939 -2.33336
O -4.56879 6.52271 -1.38263
C -4.09564 7.53767 -0.51371
N -3.37161 3.95158 -1.05167
H -1.90899 5.84813 0.07852
H -0.76401 4.81829 -0.76323
H -1.08970 6.44134 -1.37302
H -2.17106 4.53318 -2.66055
H -4.20985 5.61818 -3.13906
H -3.08054 6.91288 -2.77915
H -3.40257 8.21977 -1.01564
H -3.62533 7.09290 0.36425
H -4.95603 8.11272 -0.16942
H -4.04883 3.51552 -1.67425
H -3.95300 4.41853 -0.35542
C -3.70641 7.11042 3.53930
C -5.03969 7.55516 2.94606
C -6.04909 8.04313 4.00190
O -6.68473 7.00170 4.72744
C -5.93956 6.50695 5.82689
N -5.58915 6.46105 2.13634
H -3.77210 6.14120 4.03591
H -2.95448 7.01367 2.75168
H -3.33598 7.84074 4.26253
H -4.83069 8.40024 2.28125
H -6.85482 8.56703 3.47863
H -5.59655 8.77250 4.68496
H -5.36340 7.29452 6.32053
H -5.27912 5.69789 5.50652
H -6.64384 6.09038 6.54841
H -6.43125 6.79209 1.67008
H -5.93583 5.75313 2.78219
C 4.68057 -6.95138 4.65042
C 3.31866 -6.53376 4.10576
C 2.32492 -6.10315 5.20137
O 1.74174 -7.17958 5.91662
C 2.53239 -7.67902 6.98352
N 2.77990 -7.62392 3.28404
H 4.65828 -7.93372 5.12369
H 5.41167 -7.00553 3.84048
H 5.04906 -6.22786 5.38165
H 3.48332 -5.66604 3.45667
H 1.48847 -5.59113 4.71351
H 2.77456 -5.37700 5.89012
H 3.09854 -6.88683 7.48109
H 3.20681 -8.45932 6.62489
H 1.86116 -8.13417 7.71286
H 1.91495 -7.30793 2.85001
H 2.47335 -8.35816 3.92064


(2)
Below is one molecule with the formula C4H6N2O, with properties calculated with the ωB97M-V functional and the def2-TZVPD basis.

Calculated values
- gap between HOMO and LUMO (eV) = 7.646
- ΔE to the lowest compared entry with this formula, charge and spin (kJ/mol) = 613.59
- total charge = 0

CARTESIAN COORDINATES (ANGSTROEM)
N 0.70560 0.05880 -1.34428
C 1.06847 -0.50796 0.02514
C 0.41642 0.39818 0.99440
O 1.06693 1.00135 1.96976
N -0.86694 0.53417 0.85599
C -1.33669 -0.14000 -0.37179
C -0.14314 -1.02741 -0.67509
H -0.42532 0.58738 -1.33665
H 1.37768 -0.19608 -2.06531
H 1.98485 0.69150 1.88173
H -1.42550 1.19169 1.38640
H -2.32100 -0.57553 -0.22501
H -0.21735 -2.00963 -1.14440


(3)
Below is C16H23I2N2O8S2Ta as an isolated structure, with properties calculated with the ωB97M-V functional and the def2-TZVPD basis.

Calculated values
- gap between HOMO and LUMO (eV) = 5.405
- ΔE to the lowest compared entry with this formula, charge and spin (kJ/mol) = 285.34
- total charge = +2

CARTESIAN COORDINATES (ANGSTROEM)
Ta -3.55048 0.18110 -2.60414
C -4.22725 2.20662 1.15743
C -3.18485 2.34832 0.05828
C -2.29113 3.55521 0.22920
O -3.83917 2.38180 -1.25889
C -2.36272 1.07493 -0.00567
O -1.30932 0.86646 0.46460
O -3.03124 0.16070 -0.84067
H -4.83445 3.11215 1.21287
H -3.73397 2.07240 2.12187
H -4.87767 1.35053 0.97711
H -2.89719 4.44509 0.40575
H -1.68053 3.71210 -0.66045
H -1.63236 3.41000 1.08529
H -4.56759 3.01883 -1.20138
I -0.79118 0.47350 -2.88231
C -1.17440 2.21712 -4.27213
I -3.26346 2.23037 -4.46708
H -0.75845 2.01995 -5.25135
H -0.86171 3.16931 -3.86287
C 3.03859 1.59590 2.50387
C 2.14101 1.27376 1.31392
C 2.79013 0.21703 0.42473
N 1.83092 -0.42274 -0.51088
C 0.83812 -1.23934 -0.19869
S -0.33320 -1.75713 -1.37063
N 0.70080 -1.74268 1.02827
C 1.68822 -1.97692 2.10496
O 1.40294 -1.55834 3.18661
C 2.87319 -2.78247 1.75634
C 3.05517 -3.36051 0.50296
C 4.17889 -4.13276 0.25974
C 5.11687 -4.32912 1.26626
C 4.93182 -3.75996 2.52213
C 3.81041 -2.98908 2.76877
H 2.59195 2.37190 3.12584
H 4.02005 1.95234 2.17996
H 3.18253 0.71186 3.12984
H 1.95699 2.17702 0.72245
H 1.17299 0.90775 1.66440
H 3.26612 -0.55086 1.02867
H 3.57010 0.65192 -0.19661
H 1.85966 -0.11822 -1.46934
H -0.20283 -2.14485 1.23375
H 2.32007 -3.23592 -0.28712
H 4.31768 -4.59339 -0.70975
H 5.99047 -4.93968 1.07389
H 5.65860 -3.92335 3.30783
H 3.64413 -2.54095 3.74063
O -6.60376 -1.40639 -3.95551
S -5.48350 -0.84642 -3.34922
O -4.09076 -0.87621 -4.12772
O -5.45747 0.68564 -3.04206
O -4.90779 -1.32431 -2.03380


(4)
Below is a 2-piece molecular cluster, C8H8O3 overall, with properties calculated with the ωB97M-V functional and the def2-TZVPD basis.

Calculated values
- gap between HOMO and LUMO (eV) = 9.237
- structure (SMILES) = O=CC(=O)c1ccccc1.O
- ΔE to the lowest compared entry with this formula, charge and spin (kJ/mol) = 228.96
- total charge = 0

CARTESIAN COORDINATES (ANGSTROEM)
O -2.79280 -1.33502 0.59572
C -2.54065 -0.17241 0.73186
C -1.42886 0.66854 0.02788
O -1.78641 1.66764 -0.54385
C 0.01715 0.37876 0.28516
C 0.90263 1.13930 -0.45812
C 2.35262 1.10124 -0.31752
C 2.84700 0.22516 0.55518
C 1.98887 -0.57763 1.36040
C 0.62780 -0.48408 1.26793
H -3.22633 0.38447 1.42268
H 0.46420 1.92981 -1.16400
H 2.91209 1.72457 -0.94632
H 3.95590 0.18632 0.50740
H 2.32980 -1.24614 2.10156
H -0.01200 -0.92732 2.00752
O -1.91508 -1.55078 -2.43201
H -2.35239 -0.72315 -2.53864
H -2.34355 -2.38928 -2.46282


(5)
Below is C47H45CrN6O4PSSb as an isolated structure, with properties calculated with the ωB97M-V functional and the def2-TZVPD basis.

Calculated values
- gap between HOMO and LUMO (spin up / spin down) (eV) = 7.046 / 7.339
- multiplicity = 5
- ΔE to the lowest compared entry with this formula, charge and spin (kJ/mol) = 410.67
- total charge = -1

CARTESIAN COORDINATES (ANGSTROEM)
Cr 0.17101 2.37952 0.15355
O 4.88543 1.64875 0.84986
C 2.67158 0.76313 0.38013
O 1.49240 0.95041 -0.30295
C 3.29680 -0.55191 0.02142
C 4.25537 -0.54024 -1.01230
C 4.78150 -1.71244 -1.53181
C 4.38825 -2.95828 -1.01984
C 3.38802 -2.98414 -0.06558
C 2.78712 -1.82107 0.44181
P 1.15029 -1.93216 1.32373
C 1.43535 -3.35051 2.49608
C 2.69408 -3.64913 3.01201
C 2.87609 -4.63475 3.99501
C 1.77584 -5.30552 4.49364
C 0.51162 -4.87056 4.11676
C 0.34189 -3.86710 3.15802
C 0.28921 -2.68803 -0.13912
C -0.06297 -4.05045 -0.23046
C -0.54714 -4.55544 -1.45359
C -0.69063 -3.72025 -2.55499
C -0.35967 -2.36594 -2.45157
C 0.03499 -1.83990 -1.25388
H 4.48768 0.42237 -1.42130
H 5.50315 -1.64209 -2.31796
H 4.82794 -3.85231 -1.46471
H 2.86914 -3.94685 0.15228
H 3.60274 -3.24619 2.62046
H 3.83673 -4.99424 4.32578
H 1.90819 -6.08076 5.23736
H -0.39787 -5.28452 4.52769
H -0.61684 -3.50597 2.85182
H 0.12372 -4.70075 0.59648
H -0.83135 -5.62773 -1.57957
H -0.98873 -4.12809 -3.51489
H -0.40640 -1.72282 -3.31168
H 0.32690 -0.78661 -1.15597
O 3.89158 3.64860 -1.13350
S 3.31693 3.69681 0.18654
O 3.93278 4.60587 1.11860
N 1.66946 3.95378 0.20784
C 1.19086 5.12303 -0.38390
C 1.85505 6.07272 -1.14976
C 1.15452 7.22429 -1.49215
C -0.19003 7.42657 -1.24687
C -0.93987 6.42530 -0.58590
C -2.35043 6.46282 -0.42037
C -2.99146 5.34792 -0.01407
C -2.23234 4.21828 0.41266
N -0.93965 4.17502 0.28340
C -0.27084 5.24745 -0.24691
C 3.51308 1.94514 0.80891
C 5.70317 2.04137 1.86691
C 5.64738 1.32313 2.97691
C 4.59059 0.36221 3.32662
C 3.36683 0.33798 2.86526
C 2.72077 1.23573 1.85843
H 2.94622 5.98784 -1.31886
H 1.60279 8.02086 -2.08365
H -0.60887 8.41407 -1.40479
H -2.94337 7.35290 -0.74558
H -4.06936 5.17847 -0.00056
H -2.62058 3.30350 0.87714
H 6.47283 2.75764 1.61067
H 6.43690 1.52997 3.69531
H 4.94920 -0.39587 3.99678
H 2.60081 -0.39047 3.20291
H 1.75742 1.65767 2.12571
N -2.43050 -0.25342 5.12534
C -1.60384 -0.08768 4.33065
N -0.62857 -0.03721 3.45353
C -0.81940 0.58420 2.34532
N -0.96882 1.13615 1.33117
C -4.47432 -1.94459 -3.58637
C -4.50641 -2.61133 -2.18098
Sb -3.71276 -1.17360 -0.64139
C -5.63380 -0.43754 0.05060
C -6.66105 -1.42212 0.50754
C -3.32168 -2.56515 1.05482
C -3.23688 -4.09321 0.73751
H -4.73933 -2.69090 -4.33718
H -3.52450 -1.52986 -3.90044
H -5.20419 -1.13638 -3.66111
H -3.75912 -3.44170 -2.03340
H -5.47063 -2.94301 -1.96389
H -6.02147 0.10632 -0.77478
H -5.36542 0.32293 0.82468
H -6.75952 -2.23056 -0.22830
H -7.61328 -0.91784 0.61933
H -6.35178 -1.77526 1.48703
H -4.02660 -2.26425 1.85133
H -2.33123 -2.20340 1.42272
H -4.22572 -4.48473 0.51492
H -2.83867 -4.53514 1.63419
H -2.59386 -4.20483 -0.16380
C -0.74119 1.86719 -4.90058
C 0.48035 2.32766 -4.44268
C 0.66284 2.57104 -3.09063
N -0.31511 2.51169 -2.18464
C -1.49157 2.03150 -2.61025
C -1.74485 1.66339 -3.96341
H -0.98356 1.72996 -5.96737
H 1.30191 2.53366 -5.09993
H 1.60940 2.92799 -2.75010
H -2.28405 1.94907 -1.83977
H -2.64459 1.18292 -4.13511


(6)
Below is C37H39N9O2Pb as an isolated structure, with properties calculated with the ωB97M-V functional and the def2-TZVPD basis.

Calculated values
- gap between HOMO and LUMO (eV) = 5.399
- ΔE to the lowest compared entry with this formula, charge and spin (kJ/mol) = 0.00
- total charge = -2

CARTESIAN COORDINATES (ANGSTROEM)
Pb 0.08798 -0.02771 0.21143
C -3.35301 -1.83366 1.14601
C -4.11250 -0.50623 1.20383
C -3.18078 0.70540 1.03648
N -2.32923 0.57331 -0.14304
C -2.85412 0.78772 -1.32133
C -4.14053 1.37591 -1.51191
C -4.94215 1.54291 -2.62739
C -4.81234 1.07101 -3.92245
C -3.72260 0.32547 -4.37295
C -2.52792 0.04817 -3.75841
C -1.96955 0.46337 -2.49233
N -0.70121 0.48497 -2.24989
C 0.23192 0.21316 -3.32727
C 0.50548 -1.28817 -3.52986
C 1.48261 -1.88909 -2.51671
N 0.89757 -2.05861 -1.20852
C 0.56629 -3.21440 -0.73760
C 0.51785 -4.41025 -1.54423
C 0.64333 -5.73014 -1.19165
C 0.82054 -6.30977 0.06582
C 0.73567 -5.63272 1.27383
C 0.39366 -4.32613 1.56640
C 0.09536 -3.22788 0.70765
N -0.48101 -2.13002 1.09364
C -1.01179 -1.82649 2.43053
C -2.52636 -2.19158 2.39792
H -2.69910 -1.79223 0.27672
H -4.04924 -2.65479 0.95264
H -4.63637 -0.42199 2.16386
H -4.87220 -0.48332 0.41646
H -2.51480 0.76171 1.89682
H -3.75950 1.63697 1.02335
H -4.57517 1.78642 -0.61089
H -5.85534 2.10014 -2.42712
H -5.62400 1.25608 -4.61617
H -3.81823 -0.08950 -5.37420
H -1.85347 -0.55141 -4.35323
H 1.17310 0.71680 -3.09069
H -0.13233 0.64687 -4.26605
H 0.92434 -1.43315 -4.53204
H -0.43546 -1.84458 -3.49040
H 2.30732 -1.17874 -2.39687
H 1.91263 -2.81901 -2.90759
H 0.40477 -4.20986 -2.60342
H 0.62473 -6.42734 -2.02708
H 1.01489 -7.37554 0.10167
H 0.92388 -6.24351 2.15487
H 0.33225 -4.09498 2.62163
H -1.38913 -0.54368 3.71791
H -0.58054 -2.51014 3.17054
H -2.99653 -1.74825 3.28364
H -2.60475 -3.27717 2.52489
N -0.55748 4.82244 0.32916
C -0.45580 3.59498 0.84555
N 0.59846 2.98714 0.36597
C 1.14729 3.91167 -0.50513
N 0.47047 5.05843 -0.53134
C 2.27154 3.64918 -1.36726
C 2.46199 4.29709 -2.56665
N 3.24473 3.88060 -3.57104
C 3.68022 2.58612 -3.39697
C 3.60636 1.87824 -2.25584
N 3.19677 2.58205 -1.07742
H -1.25104 5.52603 0.49693
H -1.15885 3.16886 1.54622
H 1.86040 5.18323 -2.75691
H 4.04701 2.08347 -4.28971
H 3.90953 0.84832 -2.14480
C -0.78091 -0.35042 2.81541
C 0.54056 -0.16255 3.59782
C 1.01122 -1.04843 4.57418
C 2.12191 -0.76556 5.35678
C 2.80519 0.43121 5.19054
C 2.37092 1.32265 4.22110
C 1.27075 1.01709 3.42772
H 0.49694 -1.98576 4.76343
H 2.44596 -1.48120 6.10529
H 3.66824 0.66222 5.80526
H 2.89263 2.25803 4.07637
H 0.94713 1.71021 2.65868
C 4.56706 3.54471 2.02333
O 3.72007 3.54548 0.88964
C 4.02989 2.57677 -0.02027
O 4.95578 1.79943 0.15219
H 4.12203 4.24680 2.72903
H 5.57474 3.87445 1.75966
H 4.63338 2.55262 2.46584


(7)
Below is one molecule with the formula C21H24N2O2S, with properties calculated with the ωB97M-V functional and the def2-TZVPD basis.

Calculated values
- gap between HOMO and LUMO (eV) = 8.046
- structure (SMILES) = COc1ccccc1[C@@H]1CCCN1Cc1nc(-c2ccc(C)s2)oc1C
- ΔE to the lowest compared entry with this formula, charge and spin (kJ/mol) = 180.32
- total charge = 0

CARTESIAN COORDINATES (ANGSTROEM)
C 1.52722 -1.47193 -1.64114
O 0.30962 -1.30625 -0.95887
C -0.80451 -0.96149 -1.67067
C -0.83427 -0.82942 -3.05346
C -2.00913 -0.47356 -3.69587
C -3.16146 -0.24084 -2.96994
C -3.13311 -0.36722 -1.59079
C -1.97220 -0.72580 -0.92796
C -1.95234 -0.83094 0.56749
C -2.72771 -2.02585 1.13745
C -3.04696 -1.58733 2.57641
C -2.68257 -0.09496 2.61147
N -2.63583 0.28686 1.21252
C -2.11606 1.61684 0.93254
C -0.67098 1.64270 0.55780
N 0.31816 1.15302 1.36500
C 1.41189 1.23355 0.66007
C 2.70984 0.79895 1.05837
C 3.07954 0.23421 2.24854
C 4.44628 -0.09822 2.28976
C 5.11696 0.20626 1.14345
C 6.55560 0.00006 0.83183
S 4.05761 0.92308 -0.03021
O 1.21766 1.76436 -0.56649
C -0.11471 2.01701 -0.63592
C -0.67531 2.61286 -1.87358
H 2.26021 -1.71776 -0.87347
H 1.47605 -2.29123 -2.36580
H 1.83476 -0.55175 -2.14906
H 0.05348 -0.99979 -3.64219
H -2.01340 -0.37613 -4.77168
H -4.07487 0.04025 -3.47234
H -4.01754 -0.17467 -1.00298
H -0.90658 -0.90242 0.90699
H -3.64361 -2.17205 0.56545
H -2.14145 -2.94153 1.09459
H -2.46139 -2.14611 3.30494
H -4.10149 -1.73786 2.80238
H -3.43017 0.50757 3.13252
H -1.70674 0.04982 3.10122
H -2.28547 2.24080 1.81390
H -2.68545 2.04051 0.09647
H 2.38159 0.07253 3.04825
H 4.92045 -0.55044 3.14289
H 7.05349 -0.47631 1.67283
H 7.04498 0.95194 0.62693
H 6.67271 -0.62933 -0.04994
H -0.89708 3.67041 -1.72738
H -1.59360 2.10040 -2.15300
H 0.04792 2.51721 -2.67932


| no. | strongest force on any atom (Eh/bohr) |
| --- | --- |
| 1 | 0.0965 |
| 2 | 0.0160 |
| 3 | 0.1075 |
| 4 | 0.0920 |
| 5 | 0.0617 |
| 6 | 0.0395 |
| 7 | 0.0284 |